1.
Density functional theory data (wB97M-V/def2-TZVPD) for a single C18H30O2 molecule.

Each line ends with the Löwdin charge.
Atoms and positions in Å:
1 C 1.1399 -1.5499 3.1052  -0.212
2 H -1.3308 -0.9498 -1.3081  0.109
3 H 1.7534 1.3118 -2.3515  0.112
4 H -1.1200 1.9978 -5.3198  0.070
5 C -0.6677 -0.1006 -1.1913  -0.124
6 H 0.5019 2.5156 -4.8519  0.068
7 C 1.6511 -0.6444 1.9875  -0.222
8 H 0.8486 -0.9394 3.9631  0.115
9 C -0.0450 -2.4132 2.6708  -0.212
10 H 1.8007 -1.2365 1.0826  0.113
11 O -3.6463 -0.4471 1.2844  0.103
12 H 2.6428 1.7375 1.0588  0.101
13 O -4.6805 -2.4137 1.1305  0.103
14 H 4.6835 -0.3063 0.0360  0.105
15 C -3.6212 -1.6407 1.4150  -0.532
16 C 0.6169 -0.2539 -1.4745  -0.118
17 H -1.5268 -0.8907 3.0357  0.130
18 H 1.4507 1.5273 -0.6236  0.095
19 C -2.2768 2.2269 -2.8559  -0.128
20 H -5.4224 -1.8705 0.8210  0.129
21 H 2.8268 0.6185 3.2748  0.113
22 H 0.9038 0.1177 1.7637  0.113
23 H -0.6576 1.9764 -0.6485  0.099
24 H 0.9620 -1.2239 -1.8124  0.106
25 C 3.7505 0.2427 -0.0116  -0.124
26 C -2.4521 -2.4577 1.8971  -0.103
27 H -0.2786 2.9232 -2.5311  0.088
28 H -3.3987 1.0598 -1.5549  0.100
29 H 4.3180 1.5274 1.5756  0.110
30 H 0.2649 -3.0538 1.8417  0.116
31 H -3.1279 2.3720 -3.5101  0.102
32 H -1.8529 0.9784 0.2047  0.094
33 H -0.3329 -3.0621 3.5021  0.111
34 H 1.9499 -2.2082 3.4295  0.112
35 C 2.9608 0.0481 2.3525  -0.206
36 H -0.9917 -0.9953 1.3592  0.084
37 C -1.0092 2.8618 -3.3371  -0.250
38 H -2.7818 -3.0367 2.7629  0.131
39 H 3.7348 -0.7017 2.5333  0.114
40 H -1.2220 3.8769 -3.6833  0.106
41 C 1.6954 0.7917 -1.3877  -0.191
42 C -2.4304 1.4957 -1.7628  -0.108
43 H -0.1935 1.0408 -4.1632  0.063
44 H -2.1993 -3.1723 1.1101  0.133
45 C -1.3649 1.1558 -0.7574  -0.188
46 C -0.4155 2.0536 -4.4926  -0.107
47 H 3.3934 -0.4574 -1.9306  0.105
48 C -1.2502 -1.5835 2.2389  -0.203
49 C 3.0241 0.1544 -1.1156  -0.123
50 C 3.4228 0.9976 1.2389  -0.203

- SMILES = CC/C=C\C/C=C\C/C=C\CCCCCCCC(=O)O
- multiplicity = 1
- LUMO level (eV) = 0.73
- orbital gap (eV) = 9.61
- E (hartree) = -854.319857
- HOMO (eV) = -8.88
- relative energy (zero: lowest compared OMol25 entry of this formula, charge and spin) (kcal per mole) = 2.1

***

2.
Density functional theory data (wB97M-V/def2-TZVPD) for a 6-piece molecular cluster, C18H31BF4O16P overall in a non-equilibrium geometry.

Each line ends with the Löwdin charge.
Atoms and positions in Å:
1 H 4.5774 26.8457 11.9892  0.106
2 H 3.4719 29.0548 12.3872  0.080
3 H 3.7707 28.6146 2.5155  0.106
4 C 3.1303 33.2553 8.9670  -0.489
5 C 4.7326 26.2467 4.7807  -0.108
6 H 0.1360 28.3729 8.2563  0.090
7 O 3.8487 27.4048 10.1502  -0.175
8 O -2.0031 32.0472 0.7753  0.127
9 H 0.6186 30.8189 3.5998  0.147
10 C -1.3333 32.1153 1.7931  -0.579
11 F -0.5354 31.5857 4.9665  0.075
12 H 3.8519 22.6405 9.3729  0.081
13 C 2.9111 22.8418 8.8606  -0.071
14 H 2.9504 29.0876 4.1627  -0.056
15 P 2.9118 26.1096 10.0194  0.460
16 C 5.7939 26.8646 2.9631  -0.460
17 H 1.1013 33.3372 3.1847  0.132
18 O 4.8347 26.0539 3.4291  0.107
19 H 2.2681 30.5532 8.1588  0.141
20 C 2.9676 24.1651 8.1035  -0.255
21 H 2.1306 22.8925 9.6198  0.073
22 C 5.4834 27.4314 5.0841  -0.426
23 O 3.5399 31.9350 8.8176  0.047
24 F 4.0895 31.6248 1.2545  0.083
25 H 2.6150 22.0041 8.2293  0.075
26 H 5.8148 27.5930 10.9421  0.121
27 H 2.3284 30.3921 4.9965  -0.056
28 H 3.4182 24.0579 7.1168  0.111
29 H 1.9470 24.5177 7.9548  0.108
30 C 4.4063 28.9228 11.8417  -0.079
31 H 2.4610 26.6420 7.4303  0.104
32 O 6.2696 27.6904 3.9717  0.157
33 H -0.0835 26.7713 7.6981  0.086
34 H 3.6746 26.4654 4.9253  0.147
35 O 2.1189 30.5085 1.5178  0.140
36 O 2.3923 33.6150 7.9372  0.147
37 O 1.0316 29.2272 -0.0150  0.161
38 C 0.0655 33.0106 3.2777  -0.021
39 H -0.3906 33.8681 3.7725  0.139
40 H 5.1237 29.2836 12.5787  0.070
41 C 2.1713 32.4578 7.0630  -0.280
42 H 3.7922 30.9574 7.2568  0.127
43 H 5.0833 25.4006 5.3716  0.151
44 H 5.0293 28.3424 5.4740  0.126
45 H 4.1028 30.0512 5.0056  -0.032
46 B 3.1048 29.6467 5.0725  -0.419
47 O 1.6375 26.7851 9.3604  -0.172
48 H 3.6129 30.7569 2.9851  0.125
49 C 1.9992 29.5017 0.6502  -0.509
50 O 3.6088 25.2850 8.7700  -0.220
51 C 3.4496 30.6355 1.9142  -0.349
52 H 2.3973 32.4900 5.9971  0.160
53 O 6.1363 26.9470 1.7541  0.088
54 O -0.4732 33.0976 1.9367  0.070
55 H 2.4883 28.2545 8.2094  0.103
56 O 3.2281 28.8893 0.6079  0.073
57 O 3.1464 33.9067 10.0305  0.094
58 C 4.7584 27.5868 11.2106  -0.265
59 H 0.7131 27.9803 6.5577  0.088
60 C 1.9135 27.3398 8.0638  -0.310
61 H 4.4580 29.7742 11.1631  0.071
62 C 4.0294 29.2919 1.7016  -0.081
63 F 0.9267 32.0806 7.1946  0.091
64 C -0.1884 31.5472 3.6797  -0.291
65 H 3.0053 29.0597 5.9724  -0.053
66 F 6.3166 27.0125 5.9669  0.112
67 C 2.9088 31.3426 7.7661  -0.128
68 O -1.2679 31.2447 2.8111  0.148
69 H 5.1090 29.1829 1.5980  0.143
70 C 0.5709 27.6352 7.5818  -0.069
71 O 2.5750 25.4477 11.2994  -0.241

- multiplicity = 1
- LUMO level (eV) = 2.28
- orbital gap (eV) = 9.63
- E (hartree) = -2674.047433
- charge = -1
- HOMO (eV) = -7.35
- relative energy (zero: lowest compared OMol25 entry of this formula, charge and spin) (kcal per mole) = 70.0

***

3.
Density functional theory data (wB97M-V/def2-TZVPD) for C18H31CoN3O3PS as an isolated structure.

Each line ends with the Löwdin charge.
Atoms and positions in Å:
1 C 2.1600 -0.9156 -1.9894  -0.103
2 O 2.6125 -2.1466 2.4681  -0.046
3 N 0.3889 2.0865 2.2164  -0.069
4 H -0.6221 0.8669 -4.7530  0.078
5 H -3.0147 -3.1818 -1.8859  0.080
6 P -0.4451 -0.4598 -1.1491  1.074
7 H -2.8146 0.8452 -2.8757  0.063
8 C -2.2247 -2.4788 -2.1622  -0.109
9 C 0.1468 3.2294 1.5609  -0.728
10 H 0.3251 -1.9759 3.3219  0.118
11 C 0.3728 3.1983 4.2995  -0.071
12 H 2.5524 1.1532 0.0861  0.015
13 C -0.5019 0.0727 -4.0110  -0.113
14 H 4.0509 -0.0952 2.2940  0.107
15 C -0.6675 0.6712 -2.6137  -0.546
16 H -3.9112 -1.5833 -0.1364  0.085
17 H 2.8591 -1.5582 -2.5305  0.084
18 H 0.1439 1.3915 -2.4637  0.062
19 H 0.4539 3.1513 5.3758  0.095
20 H 0.4798 -0.3728 -4.1674  0.059
21 H -1.6291 -2.1729 -0.1245  0.094
22 H -1.3606 -3.0612 -2.4806  0.058
23 C -0.0019 -1.6233 2.3419  -0.151
24 Co 0.0722 0.7379 0.7732  0.204
25 N 3.1335 1.1599 0.9180  0.012
26 H 2.6253 1.7090 1.5988  0.037
27 H -2.1877 1.8060 -1.5241  0.035
28 H 0.1406 -3.4748 -0.7998  0.067
29 H 3.9420 -0.7510 0.6954  0.100
30 H 0.0658 5.3253 4.2027  0.099
31 C 2.2414 -1.0903 1.9212  -0.586
32 C 1.0341 -2.8534 -0.8657  -0.095
33 C 0.4743 2.0489 3.5418  -0.098
34 C -1.3866 -0.9770 2.4743  -0.667
35 H -3.7228 -0.3917 -1.4177  0.056
36 H 1.8402 -3.4760 -1.2631  0.084
37 H 2.0539 0.0149 -2.5499  0.067
38 C 0.0326 4.4349 2.2623  -0.091
39 C 3.3789 -0.1772 1.4367  -0.215
40 H -2.5881 -1.9090 -3.0191  0.062
41 C -1.9362 -1.5557 -0.9770  -0.501
42 H -1.9191 2.3318 -3.1855  0.079
43 H 2.6112 -0.6793 -1.0280  0.046
44 H 0.6342 1.0690 3.9755  0.125
45 O -1.5592 0.1190 1.8331  -0.136
46 N 0.9756 -0.7253 1.7482  -0.047
47 H -1.2555 -0.6866 -4.2213  0.062
48 H -0.1631 5.3500 1.7216  0.098
49 H -0.1330 -2.5381 1.7431  0.108
50 H 0.4765 -2.0006 -2.7481  0.082
51 H 1.3169 -2.5521 0.1420  0.049
52 C 0.1537 4.4061 3.6355  -0.084
53 H -3.0481 -0.0918 0.2060  0.060
54 C -3.2269 -0.8440 -0.5591  -0.109
55 C -1.9782 1.4563 -2.5345  -0.148
56 S -0.0497 2.9522 -0.1433  0.655
57 C 0.8332 -1.6434 -1.7783  -0.531
58 O -2.2348 -1.5445 3.1633  -0.017

- multiplicity = 2
- LUMO level (alpha / beta) (eV) = 2.70 / 2.70
- orbital gap (alpha / beta) (eV) = 7.44 / 7.52
- E (hartree) = -3216.944496
- charge = -1
- ⟨S²⟩ = 0.8081
- HOMO (alpha / beta) (eV) = -4.74 / -4.82
- relative energy (zero: lowest compared OMol25 entry of this formula, charge and spin) (kcal per mole) = 3.6